Record 1
Molecular formula: C26H27N2O2PdS
Method: DFT, the ωB97M-V functional and the def2-TZVPD basis

Geometry as XYZ:
```
59
Properties=species:S:1:pos:R:3:forces:R:3
Pd 0.549 -0.701 -0.712 2.4 -1.0 0.8
C 4.786 -1.727 -1.352 -0.1 0.0 0.2
C 5.322 -1.352 -0.131 0.2 0.1 -0.1
C 4.494 -1.039 0.929 -0.4 -0.1 0.0
C 3.108 -1.096 0.770 0.0 -0.3 -0.4
C 2.556 -1.396 -0.494 -1.0 1.5 0.2
C 3.408 -1.714 -1.540 -0.8 -0.3 -0.2
C 2.166 -0.945 1.873 -0.5 0.2 0.3
C 2.490 -1.156 3.233 -0.1 0.1 0.1
C 1.499 -1.150 4.174 0.0 0.0 -0.2
C 0.158 -0.926 3.788 0.1 0.2 -0.5
C -0.937 -0.903 4.673 -0.2 0.0 0.0
C -2.205 -0.686 4.203 0.2 -0.1 0.3
C -2.441 -0.470 2.834 0.2 0.0 -0.3
C -1.397 -0.458 1.949 -0.2 0.1 -0.2
C -0.087 -0.693 2.411 -0.3 0.0 0.5
N 0.915 -0.703 1.513 0.3 -0.5 -1.2
H 5.441 -2.006 -2.163 0.0 0.0 -0.1
H 6.392 -1.293 -0.004 0.1 0.0 0.0
H 4.915 -0.722 1.872 0.0 -0.1 0.1
H 3.002 -1.978 -2.512 0.0 0.1 0.0
H 3.514 -1.347 3.509 0.1 -0.1 0.0
H 1.720 -1.333 5.216 0.1 0.0 0.1
H -0.756 -1.057 5.724 0.0 0.0 0.2
H -3.040 -0.669 4.885 -0.1 0.0 0.1
H -3.454 -0.310 2.493 0.0 0.1 -0.1
H -1.517 -0.241 0.882 -0.2 -0.1 0.4
C -1.989 -2.725 -1.020 0.2 0.3 -0.6
S -2.233 -1.474 -2.365 -1.0 -1.0 1.1
O -1.441 -0.321 -1.841 0.9 1.0 0.4
C -3.969 -1.053 -2.032 0.4 -0.2 -0.4
C -4.938 -1.747 -2.740 0.1 0.0 0.0
C -6.268 -1.394 -2.585 0.0 0.0 0.0
C -6.610 -0.354 -1.735 -0.1 0.0 0.0
C -5.633 0.334 -1.034 0.1 -0.1 0.0
C -4.299 -0.013 -1.184 0.2 0.0 0.1
H -2.655 -2.540 -0.183 0.0 0.2 0.0
H -0.934 -2.597 -0.707 -0.4 -0.2 -0.2
H -2.139 -3.720 -1.421 -0.1 -0.2 0.0
H -4.645 -2.551 -3.398 0.0 -0.1 -0.2
H -7.033 -1.914 -3.140 -0.1 -0.1 0.0
H -7.646 -0.075 -1.620 -0.1 0.0 0.0
H -5.908 1.150 -0.384 0.0 0.1 0.1
H -3.516 0.521 -0.666 0.1 0.1 0.0
C 0.408 4.028 -0.979 -0.4 -0.1 0.1
N 1.751 3.550 -1.239 -0.1 0.0 0.0
C 2.842 4.490 -1.369 0.4 0.1 -0.1
C 1.896 2.226 -1.320 0.1 0.0 -0.1
C 3.233 1.653 -1.687 -0.1 -0.1 -0.1
O 0.908 1.503 -1.110 0.2 0.0 -0.2
H 0.382 5.110 -0.992 0.1 0.1 0.0
H 0.064 3.665 -0.010 -0.1 0.1 0.0
H -0.266 3.638 -1.741 -0.1 0.0 0.1
H 2.470 5.496 -1.200 0.0 0.0 0.0
H 3.280 4.457 -2.368 0.0 0.1 0.0
H 3.619 4.286 -0.630 0.0 0.1 -0.1
H 3.915 2.383 -2.105 0.1 0.0 0.0
H 3.063 0.858 -2.413 0.0 0.1 0.1
H 3.688 1.200 -0.808 0.0 0.0 0.1
```
Forces are in eV/Å.

Calculated values
- E_LUMO (spin up / spin down): -3.87 / -3.80 eV
- Charge: +1
- HOMO-LUMO gap (spin up / spin down): 0.269 / 0.273 Ha

***

Record 2
Molecular formula: C44H86F15N4O12
Method: DFT, the ωB97M-V functional and the def2-TZVPD basis

Geometry as XYZ:
```
161
Properties=species:S:1:pos:R:3:forces:R:3
C 0.699 -4.793 -0.526 -2.4 1.1 -0.5
C 1.215 -3.382 -0.698 0.9 0.0 -1.4
C 0.579 -2.657 -1.901 0.3 1.2 0.0
C -0.777 -2.027 -1.655 -0.3 -1.9 -0.8
N -1.326 -1.259 -2.840 -0.4 -1.1 -2.0
C -1.780 -2.068 -4.067 1.0 -1.3 -0.1
C -2.958 -2.858 -3.551 0.5 1.2 1.3
C -3.725 -1.674 -2.808 0.7 -1.9 -0.8
C -2.653 -0.686 -2.413 0.4 0.8 0.6
C -0.373 -0.245 -3.363 1.0 -0.7 2.1
H 1.078 -5.515 -1.210 0.5 -0.4 -0.7
H -0.409 -4.729 -0.706 0.8 -0.3 0.2
H 0.807 -5.163 0.454 0.4 -0.4 1.3
H 2.276 -3.408 -0.994 -0.1 -0.1 0.5
H 1.155 -2.806 0.220 -0.2 0.1 -0.1
H 0.581 -3.255 -2.804 -0.2 -0.7 -0.1
H 1.210 -1.823 -2.181 0.6 0.2 0.2
H -0.725 -1.269 -0.897 0.1 0.1 0.7
H -1.465 -2.887 -1.418 0.1 1.3 0.1
H -2.095 -1.343 -4.819 -0.1 0.3 0.3
H -0.982 -2.683 -4.570 -0.3 0.6 1.0
H -3.457 -3.314 -4.367 -0.9 -0.2 -0.7
H -2.651 -3.662 -2.869 -0.1 0.2 -0.1
H -4.355 -1.275 -3.575 -0.7 0.6 -0.1
H -4.253 -2.055 -1.949 -0.4 0.0 0.1
H -2.784 0.312 -2.860 0.1 -0.5 0.0
H -2.534 -0.629 -1.347 -0.4 0.4 0.5
H -0.959 0.385 -3.993 -0.1 0.6 -0.9
H 0.505 -0.785 -3.783 -0.9 0.6 -0.2
H -0.019 0.253 -2.446 0.0 0.5 -0.4
C 3.681 1.067 -3.363 1.9 0.2 0.9
C 2.549 1.918 -3.925 0.8 0.4 1.7
C 2.108 2.988 -2.856 -1.6 -1.1 -1.6
C 1.163 4.013 -3.593 1.1 0.1 0.6
N 0.575 5.082 -2.679 1.5 1.0 -0.3
C -0.310 4.554 -1.630 -2.0 0.9 0.0
C -1.270 5.741 -1.262 2.2 -0.6 -2.7
C -1.487 6.408 -2.674 0.2 -0.8 1.1
C -0.218 6.107 -3.478 0.5 1.8 2.0
C 1.708 5.807 -1.931 -0.4 -0.5 -0.3
H 4.668 1.630 -3.221 -1.4 -0.4 -0.2
H 3.971 0.221 -3.998 -0.4 0.1 0.0
H 3.449 0.662 -2.349 -0.1 0.3 -0.7
H 1.784 1.235 -4.177 -1.3 -0.5 -0.2
H 2.846 2.378 -4.846 0.3 0.5 -0.6
H 3.034 3.374 -2.455 -0.1 0.7 0.2
H 1.540 2.471 -2.065 0.3 0.1 -0.1
H 0.328 3.576 -4.175 0.4 -0.1 0.6
H 1.811 4.537 -4.308 -0.3 0.2 0.1
H 0.225 4.117 -0.816 0.5 0.0 0.4
H -0.926 3.828 -2.095 -0.5 -1.1 -0.5
H -0.713 6.393 -0.635 -0.1 0.6 0.9
H -2.187 5.395 -0.891 -1.0 -0.3 0.8
H -1.618 7.471 -2.495 -0.1 0.1 -0.5
H -2.350 5.975 -3.139 -0.6 -0.1 -0.3
H 0.322 7.075 -3.410 0.3 -0.9 -0.5
H -0.284 5.826 -4.491 -0.5 -0.6 -1.1
H 2.005 5.102 -1.130 0.6 0.7 -0.3
H 1.297 6.697 -1.448 -0.1 -0.3 0.0
H 2.461 6.135 -2.672 -0.2 -0.5 0.5
C -0.278 -1.673 2.545 -0.6 -2.2 -0.2
C -1.581 -0.866 2.485 0.5 -1.9 2.3
O -1.768 0.264 2.165 0.4 1.5 -1.3
N -2.638 -1.576 3.044 -1.9 -0.3 1.6
H -3.482 -1.002 3.299 1.6 -0.3 -0.9
H -3.215 -2.898 1.226 3.2 2.6 2.6
C -2.549 -2.652 4.083 -0.6 -0.1 -0.5
H 0.587 -1.329 2.030 0.2 0.7 -1.0
H -0.454 -2.791 2.293 0.1 1.8 -0.1
H 0.110 -1.806 3.549 -0.5 0.4 0.7
H -3.600 -2.885 4.372 0.7 0.0 -0.4
H -2.014 -2.483 5.023 0.1 0.7 -0.7
H -2.085 -3.517 3.629 0.0 -0.5 0.0
C 2.127 2.086 1.174 -0.9 -1.1 -1.5
C 0.731 1.996 0.609 -0.8 -0.2 -1.0
O 0.357 1.137 -0.219 0.6 0.4 0.5
N -0.153 2.894 1.113 -0.9 1.5 -0.1
H 1.961 -1.947 5.339 -0.2 0.0 0.7
H 0.216 3.780 1.535 -0.1 -1.3 -0.4
C -1.575 2.895 0.660 0.4 -1.1 0.2
H 2.142 1.213 1.804 0.7 -0.2 0.5
H 2.201 3.004 1.648 0.3 1.6 1.5
H 2.912 2.108 0.409 -0.3 -0.5 0.0
H -2.230 2.457 1.390 0.0 -0.1 0.9
H -1.670 2.147 -0.144 0.2 0.7 -0.2
H -2.038 3.859 0.438 0.8 0.0 -0.2
C -3.601 -4.753 0.926 1.3 1.0 -0.9
O -2.715 -5.248 -0.138 -1.2 0.2 1.0
O -3.801 -3.397 0.770 -2.2 -2.1 -2.3
C -5.062 -5.173 0.791 -0.6 -1.5 -0.6
F -5.679 -4.611 -0.238 0.5 -0.1 -1.2
F -5.130 -6.525 0.622 -0.2 0.3 0.2
F -5.844 -4.820 1.801 0.5 -0.4 1.3
C -2.069 -6.489 0.293 -1.6 0.7 -0.4
C -2.103 -7.554 -0.792 0.6 0.5 0.1
H -2.150 -8.505 -0.265 0.3 -0.3 -0.2
H -3.060 -7.445 -1.309 0.3 0.0 -0.2
H -1.230 -7.511 -1.481 -0.8 -0.1 0.4
H -2.719 -6.822 1.069 -0.2 -0.8 0.8
H -1.149 -6.200 0.758 0.9 -0.3 -0.1
H -3.099 -5.034 1.882 -0.9 0.2 -0.3
C 3.986 -0.797 4.708 -1.1 1.1 -1.3
O 4.388 -1.897 3.764 -0.1 0.4 0.4
O 3.288 -1.304 5.693 0.8 0.4 -0.6
C 5.255 0.096 5.147 1.2 -2.3 3.0
F 5.106 0.919 6.222 -1.1 -0.1 -0.7
F 6.153 -0.851 5.716 -0.1 1.1 -1.6
F 5.860 0.890 4.247 0.0 -1.2 -0.4
C 4.674 -1.705 2.390 0.4 2.1 0.2
C 3.546 -1.573 1.366 -1.2 0.7 1.8
H 3.915 -1.165 0.464 0.7 0.3 -1.2
H 2.996 -2.470 1.130 0.1 -0.5 0.2
H 2.814 -0.820 1.714 0.2 -0.4 -0.1
H 5.241 -2.549 2.123 1.0 -1.2 -0.3
H 5.342 -0.808 2.224 -0.5 -0.7 0.3
H 3.447 -0.042 4.068 -0.1 -0.3 0.0
C 2.782 5.949 1.797 -0.3 -0.7 0.0
O 3.363 5.477 3.053 -1.2 1.2 -0.1
O 2.183 5.008 1.078 1.0 0.0 -0.6
C 1.677 6.922 2.202 0.6 -0.7 1.7
F 0.963 7.234 1.113 -0.4 0.7 0.2
F 0.777 6.429 3.160 1.3 1.1 -1.4
F 2.294 8.037 2.680 -1.3 0.3 0.2
C 4.363 4.516 3.035 1.4 1.0 -0.1
C 4.360 3.756 4.333 0.5 -2.1 0.4
H 5.044 4.087 5.109 -0.2 1.1 0.1
H 3.375 3.571 4.788 0.3 0.1 -0.4
H 4.874 2.787 4.163 -0.8 0.3 -0.2
H 5.373 5.034 3.035 -0.7 -0.4 -0.6
H 4.281 3.892 2.134 0.0 -0.1 0.3
H 3.560 6.695 1.328 -0.6 -1.4 0.1
C -3.738 1.753 -5.386 -2.0 -0.3 1.4
O -3.770 1.841 -6.766 -1.3 -2.1 -1.9
O -3.020 0.813 -4.896 2.0 -1.3 0.7
C -3.284 3.158 -5.098 1.6 3.4 -0.1
F -2.962 3.291 -3.790 0.1 0.2 -0.5
F -2.099 3.528 -5.850 -1.8 -0.7 1.6
F -4.158 4.227 -5.366 1.0 -1.8 0.3
C -4.292 0.609 -7.357 -0.4 2.0 -0.7
C -5.175 1.047 -8.508 -1.1 -0.6 -1.3
H -6.054 1.633 -8.203 0.2 -0.3 0.2
H -4.695 1.685 -9.294 0.1 -0.7 0.8
H -5.562 0.093 -8.999 0.4 1.2 0.3
H -4.869 0.009 -6.653 0.1 0.2 0.3
H -3.549 -0.020 -7.823 0.9 -0.1 0.4
H -4.784 1.624 -4.832 0.6 1.0 -1.5
C 1.070 -2.950 6.771 0.0 -0.4 -0.9
O 0.904 -4.345 6.719 -0.8 -1.4 0.2
O 1.027 -2.406 5.509 0.4 0.6 0.1
C -0.149 -2.478 7.588 -1.1 -0.1 0.2
F 0.041 -1.234 8.077 -0.3 -0.6 -0.4
F -1.306 -2.487 6.820 1.2 0.4 0.7
F -0.481 -3.275 8.636 0.7 0.4 -0.3
C 1.545 -5.065 5.651 1.7 2.4 0.5
C 1.433 -6.550 5.806 -1.5 1.1 1.1
H 1.853 -7.000 4.948 0.0 -0.7 -1.2
H 2.016 -6.923 6.652 -0.4 0.2 0.1
H 0.330 -6.692 5.930 0.9 -0.8 -0.1
H 2.571 -4.713 5.702 0.7 -0.4 0.0
H 1.276 -4.614 4.697 -0.8 -0.6 -0.2
H 2.004 -2.685 7.288 -0.1 0.1 0.0
```
Forces are in eV/Å.

Calculated values
- E_LUMO: 1.71 eV
- Charge: -1
- HOMO-LUMO gap: 0.273 Ha

***

Record 3
Molecular formula: C22H12B4Br6O34V
Method: DFT, the ωB97M-V functional and the def2-TZVPD basis

Geometry as XYZ:
```
79
Properties=species:S:1:pos:R:3:forces:R:3
O 2.143 -1.165 -0.931 -0.7 -2.1 2.6
V 1.556 -1.748 0.479 0.9 1.6 -2.8
O 2.762 -2.274 1.363 -0.9 0.2 -0.9
O -5.765 -2.482 -2.063 2.5 -2.6 0.0
C -4.660 -3.006 -2.263 -3.2 3.5 0.5
O -3.954 -3.837 -1.525 0.2 -0.6 0.3
B -2.605 -3.925 -2.091 -0.9 -0.7 -0.3
O -2.696 -3.199 -3.361 1.1 0.3 -1.0
C -3.792 -2.473 -3.390 -2.2 3.6 -2.5
O -4.161 -1.494 -4.123 2.3 -4.6 2.5
O -2.125 -5.351 -2.213 -3.7 1.2 -1.6
C -0.931 -5.435 -1.841 1.0 1.9 1.8
O -0.246 -6.366 -1.899 3.0 -3.6 -0.4
C -0.551 -4.123 -1.142 2.6 1.6 1.7
O -1.559 -3.340 -1.268 0.2 1.2 0.8
O 0.521 -3.828 -0.535 -2.1 -0.3 -1.2
O 0.065 -2.092 2.103 -2.9 -0.4 0.2
C -1.168 -2.228 2.284 0.5 2.7 0.1
O -2.032 -1.198 2.605 3.0 -1.8 -1.1
B -3.434 -1.656 2.448 0.0 0.0 -0.7
O -3.270 -3.088 2.555 1.9 -2.9 -0.7
C -1.999 -3.540 2.249 -1.7 -2.5 0.3
O -1.653 -4.731 2.069 -1.0 4.7 0.7
O -3.992 -1.315 1.096 -0.3 0.1 0.5
C -5.236 -0.852 1.248 -1.2 0.8 -4.1
O -6.021 -0.497 0.341 2.6 -1.3 3.2
C -5.493 -0.750 2.710 -2.0 1.5 2.5
O -4.376 -1.124 3.415 -1.3 0.3 -0.8
O -6.539 -0.287 3.167 2.6 -1.4 -0.4
O -0.370 -0.704 -0.299 -0.7 2.1 -0.7
C -0.863 0.430 -0.497 0.6 -1.5 3.2
O -0.500 1.520 0.150 0.3 -0.8 -0.9
B -1.346 2.653 -0.340 0.6 0.8 -0.4
O -2.494 2.017 -0.991 0.5 -0.2 0.6
C -2.243 0.713 -1.081 -1.4 -1.4 -2.1
O -2.965 -0.130 -1.566 1.0 1.2 0.8
O -0.534 3.454 -1.315 0.2 -0.9 -0.2
C -0.152 4.565 -0.754 1.5 4.2 -2.8
O 0.461 5.514 -1.306 -1.6 -3.3 1.6
C -0.860 4.715 0.562 0.4 2.3 2.2
O -1.600 3.622 0.719 -0.5 -0.1 0.8
O -0.772 5.706 1.297 -0.7 -2.9 -1.6
O 2.754 7.275 0.555 0.9 -1.7 1.0
C 3.108 6.143 0.858 1.1 3.1 -1.9
O 2.352 5.125 0.977 -1.3 -3.1 0.7
B 3.129 3.878 1.297 0.5 1.3 -0.3
O 4.537 4.313 1.040 0.8 0.5 -0.4
C 4.600 5.628 0.898 2.5 3.8 0.1
O 5.597 6.438 0.826 -3.8 -4.3 0.3
O 2.751 2.633 0.538 0.4 1.6 -1.0
C 2.481 1.672 1.337 -0.7 -2.3 1.1
O 2.213 0.511 1.023 0.1 1.8 0.9
C 2.548 2.260 2.806 -1.3 -0.8 2.0
O 3.035 3.527 2.694 -1.1 -2.2 0.8
O 2.122 1.686 3.820 1.7 1.8 -2.9
Br -1.173 -0.115 -4.457 0.6 0.0 0.3
C 0.581 -0.890 -4.062 0.6 -0.2 -1.4
C 0.841 -1.879 -5.229 -0.6 -0.1 1.3
Br 2.697 -2.552 -5.105 -0.6 0.0 -0.1
H 0.533 -1.391 -3.095 -0.1 0.0 -0.2
H 1.395 -0.165 -4.053 -0.5 0.4 0.2
H 0.693 -1.529 -6.251 0.2 0.4 0.4
H 0.103 -2.657 -5.035 0.5 -0.6 -0.4
Br 5.025 0.767 -1.520 -0.1 0.2 -0.2
C 3.630 1.557 -2.645 0.1 1.0 -0.3
C 3.901 3.071 -2.801 0.1 -1.2 0.6
Br 2.473 3.934 -3.832 0.5 -0.3 0.3
H 2.691 1.435 -2.104 0.1 -0.4 -0.2
H 3.695 1.048 -3.607 -0.3 -0.1 0.3
H 4.865 3.229 -3.283 -0.3 0.2 0.0
H 3.921 3.433 -1.773 -0.1 0.6 -0.3
Br -0.013 -0.984 7.386 0.3 -0.6 -1.0
C 0.400 -2.192 5.805 0.1 0.1 0.8
C 1.568 -1.735 4.968 0.1 0.5 -0.1
Br 3.360 -1.764 5.836 -1.0 -0.1 -0.3
H -0.492 -2.185 5.179 0.0 0.2 0.2
H 0.494 -3.166 6.284 0.2 0.1 -0.2
H 1.378 -0.721 4.616 0.4 0.2 0.3
H 1.659 -2.305 4.043 0.1 -0.4 0.3
```
Forces are in eV/Å.

Calculated values
- E_LUMO: 4.38 eV
- Charge: -3
- HOMO-LUMO gap: 0.301 Ha
- ΔE to the lowest compared entry with this formula, charge and spin: 395.7 kJ/mol

***

Record 4
Molecular formula: C27H20HfN5O5S3Sb
Method: DFT, the ωB97M-V functional and the def2-TZVPD basis

Geometry as XYZ:
```
62
Properties=species:S:1:pos:R:3:forces:R:3
Hf -0.228 0.069 0.339 -0.6 -0.2 -0.7
O -3.015 4.875 1.388 -0.1 0.2 0.0
C -2.558 5.008 0.133 0.0 0.1 0.0
C -3.023 6.090 -0.616 0.0 0.0 0.0
C -2.592 6.278 -1.914 0.0 0.0 0.0
C -1.684 5.397 -2.499 0.0 0.0 0.0
C -1.218 4.328 -1.762 0.0 0.0 0.0
C -1.639 4.119 -0.447 -0.2 0.1 -0.1
C -1.130 2.947 0.270 0.6 0.3 0.2
O -0.308 2.176 -0.304 -0.1 -0.2 -0.4
N -1.453 2.802 1.552 -0.1 -0.2 0.3
N -0.950 1.626 2.002 0.1 0.1 -0.1
C -0.871 1.412 3.255 0.0 -0.1 0.1
C -0.270 0.152 3.689 0.0 0.0 0.0
C -0.133 -0.156 5.035 0.0 0.0 0.0
C 0.445 -1.362 5.391 0.0 0.0 0.0
C 0.854 -2.227 4.391 0.0 0.0 0.0
C 0.675 -1.845 3.070 0.0 0.0 0.0
N 0.142 -0.680 2.717 -0.1 0.1 0.1
H -2.574 4.085 1.778 0.0 -0.2 0.1
H -3.733 6.763 -0.153 0.0 0.0 0.0
H -2.971 7.119 -2.482 0.0 0.0 0.0
H -1.356 5.543 -3.520 0.0 0.0 0.0
H -0.521 3.617 -2.185 0.0 0.0 0.0
H -1.211 2.145 3.981 0.0 0.0 0.0
H -0.479 0.546 5.781 0.0 0.0 0.0
H 0.567 -1.625 6.434 0.0 0.0 0.0
H 1.301 -3.184 4.618 0.0 0.0 0.0
H 0.962 -2.500 2.260 0.0 0.0 0.0
O 5.257 -1.577 0.666 0.0 0.0 0.0
C 5.266 -0.269 0.972 0.0 0.0 0.0
C 6.491 0.315 1.295 0.0 0.0 0.0
C 6.565 1.657 1.612 0.0 0.0 0.0
C 5.420 2.450 1.616 0.0 0.0 0.0
C 4.204 1.875 1.300 0.0 0.0 0.0
C 4.104 0.522 0.978 0.0 0.0 0.0
C 2.773 -0.035 0.661 0.0 0.1 0.0
O 1.745 0.745 0.735 0.0 0.0 0.1
N 2.690 -1.292 0.322 0.0 -0.1 0.0
N 1.368 -1.641 0.084 0.0 -0.2 0.0
C 1.180 -2.849 -0.320 -0.1 0.1 0.0
C -0.112 -3.448 -0.544 0.1 0.0 0.0
C -0.179 -4.682 -1.205 0.0 0.0 0.0
C -1.387 -5.290 -1.456 0.0 0.0 0.0
C -2.561 -4.660 -1.030 0.0 0.0 0.0
C -2.525 -3.462 -0.353 0.0 0.0 0.0
C -1.299 -2.828 -0.091 0.0 -0.1 0.0
O -1.270 -1.702 0.571 0.3 -0.1 0.2
H 4.322 -1.813 0.436 0.0 0.0 0.0
H 7.373 -0.313 1.283 0.0 0.0 0.0
H 7.526 2.094 1.856 0.0 0.0 0.0
H 5.480 3.502 1.858 0.0 0.0 0.0
H 3.295 2.461 1.287 0.0 0.0 0.0
H 2.062 -3.463 -0.502 0.0 0.0 0.0
H 0.746 -5.142 -1.538 0.0 0.0 0.0
H -1.430 -6.230 -1.989 0.0 0.0 0.0
H -3.521 -5.113 -1.247 0.0 0.0 0.0
H -3.428 -2.953 -0.045 0.0 0.0 0.0
S -3.627 -1.086 -3.688 0.0 0.0 -0.1
Sb -2.331 0.381 -2.532 -0.2 0.0 0.2
S -2.971 0.598 -0.285 0.2 0.0 0.0
S -0.086 -0.359 -2.227 0.1 0.1 0.2
```
Forces are in eV/Å.

Calculated values
- E_LUMO (spin up / spin down): 1.25 / 1.19 eV
- Charge: -1
- HOMO-LUMO gap (spin up / spin down): 0.200 / 0.217 Ha
- 2S+1: 2
- ΔE to the lowest compared entry with this formula, charge and spin: 0.0 kJ/mol

***

Record 5
Molecular formula: C5H13N2
Method: DFT, the ωB97M-V functional and the def2-TZVPD basis

Geometry as XYZ:
```
20
Properties=species:S:1:pos:R:3:forces:R:3
C -1.734 -0.393 -2.370 -0.8 -0.5 2.9
C 0.434 -1.157 -1.988 -0.8 0.4 2.4
N -0.663 -0.857 -1.400 -0.5 -0.4 -2.0
H -2.239 0.461 -1.878 0.2 -0.2 -0.5
H -2.523 -1.208 -2.395 1.1 0.9 -0.3
H -1.348 -0.122 -3.323 0.2 0.1 -0.9
H 1.158 -1.663 -1.336 0.3 0.3 -0.6
H 0.650 -0.817 -2.977 0.3 -0.4 -0.9
C 2.170 0.353 1.417 -0.1 -1.1 0.6
C 0.848 1.107 1.243 0.3 -0.4 -0.3
C -1.495 0.262 1.567 1.8 0.1 -0.6
N -0.240 0.224 1.804 -0.6 1.2 0.0
H 2.395 0.179 2.527 -0.2 0.2 -1.6
H 2.010 -0.630 0.889 0.5 0.8 0.7
H 3.043 0.840 0.944 -0.7 0.0 0.3
H 0.838 2.090 1.703 -0.2 -0.1 0.4
H 0.647 1.250 0.182 -0.3 -0.2 0.0
H -2.124 -0.460 2.012 -0.7 -0.6 0.6
H -1.869 0.968 0.868 -0.3 0.5 -0.5
H 0.042 -0.427 2.514 0.5 -0.5 0.2
```
Forces are in eV/Å.

Calculated values
- E_LUMO: -4.82 eV
- Charge: +1
- HOMO-LUMO gap: 0.318 Ha
- ΔE to the lowest compared entry with this formula, charge and spin: 308.2 kJ/mol

***

Energy per entry: -48783.782 -118312.284 -541296.153 -86371.308 -8367.616 eV